Entry 1:
# C34H51N8O14

A 9-piece molecular cluster, C34H51N8O14 overall (ωB97M-V with the def2-TZVPD basis set, the OMol25 dataset).

```
107
C34H51N8O14 (ωB97M-V with the def2-TZVPD basis set)
C -0.1041 0.4767 -0.7375
O 0.9022 0.6027 -0.0058
O -0.2086 1.5258 -1.5457
O -0.9398 -0.4157 -0.7502
H 0.4326 2.2788 -1.3667
C -4.0716 -4.0930 -1.7884
C -5.6078 -3.9735 -1.7077
C -6.2577 -2.9181 -0.6421
C -5.3747 -1.5882 -0.2964
C -3.9502 -1.6501 -0.6960
C -3.3519 -3.0145 -1.2156
N -6.0636 -0.4472 0.2329
O -7.3855 -0.4235 0.2773
O -5.3529 0.4956 0.4464
H -3.5606 -4.9819 -2.2717
H -6.3048 -4.5924 -2.1627
H -7.3213 -2.9093 -0.3485
H -3.2817 -0.8021 -0.3667
H -2.2846 -3.0270 -1.5342
C -1.8852 -2.0914 2.5218
C -2.2198 -3.1242 3.7744
C -1.0821 -3.6319 4.6445
C 0.3959 -3.1793 4.2917
C 0.5864 -2.2237 3.1823
C -0.5888 -1.6415 2.4139
N 1.4397 -3.6830 5.1796
O 1.1985 -4.9119 5.7143
O 2.4537 -2.9632 5.3450
H -2.6368 -1.6528 1.9665
H -3.3318 -3.3559 3.9239
H -1.4434 -4.2869 5.5240
H 1.6691 -1.6879 2.9850
H -0.4278 -0.7810 1.8737
C 4.9561 1.4942 -2.5013
C 6.3974 1.1361 -1.8713
C 6.6228 0.2449 -0.6925
C 5.3506 -0.1948 -0.0720
C 3.9002 0.1661 -0.6876
C 3.7966 0.9709 -1.9989
N 5.3167 -1.0219 1.1360
O 6.5031 -1.5110 1.4170
O 4.3033 -1.1565 1.7828
H 5.0712 1.9679 -3.3906
H 7.4201 1.6797 -2.1343
H 7.7413 0.2332 -0.3637
H 2.8651 -0.1464 -0.4753
H 2.8676 1.1584 -2.3743
C 2.0479 2.0496 5.5125
O 2.5503 1.8125 6.5854
N 2.3296 1.3942 4.3949
C 1.7378 1.7607 3.2086
C 3.1878 0.2609 4.6207
H 1.2517 2.6444 5.7099
H 0.9720 1.0562 2.7893
H 2.4370 1.4902 2.2372
H 1.0644 2.7666 3.3084
H 2.9860 -0.4594 3.8325
H 2.9158 -0.2610 5.2773
H 4.1903 0.4446 4.6147
C -0.5926 5.6526 -0.4820
O -1.4147 6.3036 -1.1685
N 0.2732 4.9518 -1.1054
C 1.4218 4.2567 -0.3765
C 0.3666 4.7107 -2.4572
H -0.6538 5.7766 0.6805
H 0.8967 3.6788 0.5139
H 2.1210 4.7510 0.1719
H 1.8814 3.7197 -1.2407
H 1.2971 5.2668 -2.8968
H -0.4328 4.9822 -2.9271
H 0.3885 3.7154 -2.8303
C -2.3458 2.4971 1.0422
O -1.8615 2.1894 2.1525
N -3.1249 3.5740 0.8434
C -3.6999 3.8166 -0.4636
C -3.5370 4.5025 1.9734
H -2.2220 1.8769 0.2597
H -4.4089 3.0156 -0.9178
H -2.8403 4.0647 -1.1313
H -4.0909 4.8467 -0.4551
H -3.2697 5.4828 1.5454
H -3.0447 4.4645 2.7732
H -4.6641 4.2328 2.1878
C -0.7000 -1.7933 -6.3806
O -0.8051 -1.8630 -7.6665
N -0.4211 -0.5899 -5.7190
C -0.4795 -0.6844 -4.2868
C -0.1936 0.7011 -6.4442
H -1.0293 -2.6917 -5.7440
H 0.4530 -0.2943 -3.9745
H -0.4913 -1.6920 -3.8969
H -1.2136 0.0938 -3.8225
H 0.0143 1.6707 -5.9260
H -0.9572 0.8210 -7.1498
H 0.7515 0.8083 -6.9267
C 1.8933 -5.2349 -0.6827
O 3.0855 -5.2846 -1.2814
N 1.1431 -4.1690 -0.5027
C -0.0584 -4.1919 0.2729
C 1.6214 -2.7936 -0.8778
H 1.4668 -6.2371 -0.4858
H 0.2666 -4.3635 1.2573
H -0.6877 -5.1294 0.1812
H -0.6426 -3.2844 0.3771
H 1.5867 -2.5146 -1.8378
H 2.7834 -2.9617 -0.7314
H 1.3480 -1.9607 -0.1693
```

Values from the calculation:
- ΔE to the lowest compared entry with this formula, charge and spin: 434.0 kJ/mol
- 2S+1: 1
- Net charge: -1

=====

Entry 2:
# C34H51N8O14

A 9-piece molecular cluster, C34H51N8O14 overall (ωB97M-V with the def2-TZVPD basis set, the OMol25 dataset).

```
107
C34H51N8O14 (ωB97M-V with the def2-TZVPD basis set)
C -0.4070 -0.8277 -0.4019
O -0.1943 -2.0589 -0.2201
O -1.7346 -0.5440 -0.7800
O 0.4642 0.0802 -0.3354
H -2.4658 -1.2158 -0.6463
C 1.0032 -0.1907 4.4884
C 0.3383 0.5431 5.6656
C -1.1191 1.2353 5.4317
C -1.9030 0.9401 4.2230
C -1.1189 0.2383 3.0913
C 0.3270 -0.2822 3.2964
N -3.3902 1.3078 4.0810
O -3.9794 1.8413 5.0177
O -4.0178 0.8868 3.1498
H 2.0247 -0.7225 4.7186
H 0.8298 0.5553 6.5904
H -1.7127 1.8072 6.1783
H -1.4158 -0.0073 2.2080
H 0.8235 -0.8405 2.4954
C 4.1768 1.1197 -0.7221
C 3.8575 1.1161 0.7060
C 5.0117 0.9329 1.7175
C 6.5191 0.8162 1.1299
C 6.7053 1.0467 -0.3756
C 5.5137 1.1761 -1.2559
N 7.7115 0.5326 1.9324
O 7.4453 0.1192 3.0795
O 8.7521 1.0828 1.6486
H 3.4374 1.0768 -1.5381
H 2.8214 1.0607 1.1416
H 4.8944 0.6694 2.8740
H 7.7923 1.1652 -0.5869
H 5.4700 1.3152 -2.3483
C -1.0413 3.1642 1.7908
C 0.4104 2.8566 2.2729
C 0.8790 3.5731 3.6236
C -0.1032 4.5849 4.2832
C -1.3036 5.0004 3.4517
C -1.7252 4.1943 2.2765
N 0.2163 5.2472 5.4898
O -0.4820 6.1158 5.8494
O 1.3450 5.1031 5.8500
H -1.3341 2.5986 0.9193
H 0.8016 2.0510 1.8652
H 1.6604 3.3017 4.0912
H -1.7967 5.7711 3.7835
H -2.6535 4.4369 2.0060
C -4.3906 -2.0839 -1.8014
O -4.0246 -3.0151 -2.5363
N -4.2604 -2.0820 -0.4288
C -4.5957 -0.9309 0.2996
C -3.5076 -3.2120 0.1816
H -4.9477 -1.3893 -2.2939
H -4.0213 -0.7540 1.3058
H -5.8068 -0.9471 0.4724
H -4.3029 -0.0347 -0.2501
H -2.5724 -2.8724 0.6332
H -3.4120 -4.0911 -0.2422
H -4.0423 -3.4500 1.0111
C 1.7345 4.7167 -2.8235
O 2.7012 3.9748 -2.8900
N 0.6081 4.3530 -2.2710
C -0.7008 5.1415 -2.2651
C 0.6444 3.0324 -1.5229
H 1.6059 5.8736 -3.2435
H -1.6270 4.4534 -2.2534
H -0.8814 5.7760 -3.0369
H -0.6985 5.7283 -1.4326
H 1.0770 2.3671 -2.2150
H -0.3709 2.6963 -1.3759
H 1.3756 3.0656 -0.7286
C -3.0366 1.9398 -2.7249
O -3.8218 2.6407 -2.0774
N -3.2293 1.2611 -3.8681
C -2.4043 0.1982 -4.4191
C -4.4951 1.5636 -4.6644
H -2.1754 1.6514 -2.4265
H -1.4594 0.7153 -4.9375
H -2.9741 -0.6906 -4.6165
H -1.7587 -0.1700 -3.7070
H -5.2603 0.7239 -4.6783
H -4.2566 1.8294 -5.8188
H -5.1557 2.2065 -4.2207
C 3.4254 -4.4700 -2.7461
O 2.5154 -5.1553 -2.5456
N 3.5871 -3.1940 -2.2654
C 4.6183 -2.2581 -2.7540
C 2.5776 -2.6610 -1.3516
H 4.4133 -4.6157 -3.3510
H 4.7382 -1.2791 -2.2546
H 4.6209 -2.0516 -3.8602
H 5.4014 -2.8605 -2.4688
H 1.8068 -3.3997 -1.1152
H 1.8858 -1.8056 -1.9257
H 2.8521 -2.2630 -0.4921
C -0.9449 -7.5858 -1.7344
O -1.4969 -8.7460 -1.6280
N -1.1438 -6.5863 -0.8385
C -0.5920 -5.3809 -0.8663
C -2.0461 -6.8851 0.4056
H -0.3158 -7.2427 -2.6209
H 0.4869 -5.1172 -1.0325
H -0.7378 -4.9591 0.0279
H -1.1746 -4.7412 -1.7638
H -3.1015 -6.9041 -0.0674
H -2.1378 -6.1185 1.0287
H -2.1286 -7.8795 0.8790
```

Values from the calculation:
- ΔE to the lowest compared entry with this formula, charge and spin: 227.4 kJ/mol
- 2S+1: 1
- Net charge: -1

=====

Entry 3:
# C34H51N8O3

A 8-piece molecular cluster, C34H51N8O3 overall (ωB97M-V with the def2-TZVPD basis set, the OMol25 dataset).

```
96
C34H51N8O3 (ωB97M-V with the def2-TZVPD basis set)
C -77.9062 26.9096 5.5386
C -78.6870 26.8604 4.2389
C -77.9636 26.6783 2.9431
C -77.3579 25.1360 2.8138
C -78.5709 24.1975 2.7104
C -79.4130 24.2670 3.9581
N -79.5877 25.6942 4.5035
O -80.6118 25.9143 5.2981
C -78.8542 23.4413 5.1521
C -80.8603 23.6286 3.6823
C -79.6305 28.1690 4.0745
H -77.4151 27.9230 5.3011
H -77.1826 26.1161 5.6146
H -78.4814 26.9359 6.1841
H -77.0727 27.3370 2.7261
H -78.4798 26.8434 1.9885
H -76.6965 24.9886 3.6873
H -76.8039 24.8749 1.9457
H -78.1381 23.2673 2.4924
H -78.8903 24.6302 1.6904
H -79.4508 23.2022 5.9653
H -77.8902 23.8075 5.2961
H -78.8205 22.3626 4.8385
H -81.6181 24.1719 2.9005
H -81.4457 23.1763 4.5379
H -80.7408 22.5881 3.1565
H -79.1394 29.0675 3.6539
H -80.0947 28.3861 5.1291
H -80.5778 27.8963 3.3291
N -80.8026 24.8273 -1.1049
C -81.9003 24.1650 -0.5990
C -82.5369 25.3372 0.2888
C -81.6600 26.6558 0.1324
C -80.4738 26.1513 -0.8162
H -80.2767 24.2471 -1.7698
H -82.0719 23.0646 -0.8007
H -83.4089 25.3167 0.9358
H -81.6685 27.6750 0.5037
H -79.5601 26.6895 -1.1144
N -83.6517 32.8592 3.9350
C -83.3928 32.3542 5.2479
C -82.0628 31.6447 5.3084
C -81.5328 31.9599 3.9483
C -82.5363 32.5808 3.1103
H -84.6165 33.2355 3.6612
H -84.2002 32.1841 6.1313
H -81.6674 31.2774 6.0992
H -80.4962 31.6711 3.6736
H -82.5243 32.7537 2.0131
N -79.3582 23.4650 9.0661
C -77.9628 23.7032 8.8868
C -77.8289 25.1830 8.6690
C -79.2312 25.7740 8.8554
C -80.1125 24.5568 9.1176
H -79.7308 22.4951 9.0242
H -77.1898 22.7987 8.7574
H -76.9448 25.8022 8.5205
H -79.6287 26.8709 8.8476
H -81.2236 24.4381 9.3485
N -73.7076 29.5608 5.3237
C -75.0119 30.0806 5.2025
C -75.4983 29.6209 3.7798
C -74.1945 28.8011 3.0864
C -73.1875 28.9667 4.1230
H -73.1705 29.7640 6.1756
H -75.8291 30.6078 5.9260
H -76.5780 29.8474 3.5920
H -74.2314 28.1574 2.2335
H -72.1722 28.4960 4.2364
N -72.9313 23.2077 1.2364
C -73.9062 22.2303 1.3106
C -75.1523 22.7808 0.6032
C -74.6823 24.1514 0.1503
C -73.2364 24.3412 0.6105
H -72.0080 23.1549 1.7219
H -73.7371 21.3458 2.0006
H -76.1322 22.3720 0.4880
H -75.4271 24.9799 -0.2656
H -72.7688 25.3197 0.5589
N -74.1113 24.1490 3.7935
C -74.6592 23.4189 4.8898
C -74.8841 24.4683 5.9366
C -74.3362 25.7640 5.3837
C -73.8901 25.5095 3.9845
H -74.1816 23.6691 2.8887
H -75.1338 22.2870 4.7253
H -75.3733 24.0238 6.9708
H -74.3422 26.7523 5.9559
H -73.2995 25.9753 3.2674
C -74.8935 27.7727 -1.3985
N -76.2251 27.4870 -0.9314
O -76.4635 27.5930 0.2437
O -76.9270 26.8409 -1.7289
H -74.3059 27.2984 -0.7325
H -74.6491 28.7374 -1.1283
H -74.8694 27.4366 -2.4653
```

Values from the calculation:
- ΔE to the lowest compared entry with this formula, charge and spin: 73.6 kJ/mol
- 2S+1: 1
- Net charge: +1

=====

Entry 4:
# C34H52AuN5O6PSi

C34H52AuN5O6PSi as an isolated structure (ωB97M-V with the def2-TZVPD basis set, the OMol25 dataset).

```
100
C34H52AuN5O6PSi (ωB97M-V with the def2-TZVPD basis set)
Au 0.0644 0.3288 -0.8301
C -0.5582 -3.0934 -0.2636
C -1.6027 -3.1785 -1.3446
C -2.5351 -4.2088 -1.2779
C -3.4986 -4.3851 -2.2580
C -3.5544 -3.5180 -3.3373
C -2.6465 -2.4770 -3.4209
C -1.6681 -2.2971 -2.4389
P -0.5247 -0.9086 -2.6436
C -1.1413 0.1161 -3.9884
C -1.9825 1.1553 -3.5853
C -2.5355 2.0144 -4.5176
C -2.2295 1.8410 -5.8589
C -1.3987 0.8058 -6.2570
C -0.8441 -0.0842 -5.3416
C 0.0213 -1.2119 -5.8305
C 1.0927 -1.6417 -2.9621
C 1.3515 -2.9619 -3.1245
C 2.5898 -3.6310 -3.2129
C 3.8770 -3.1183 -2.9497
C 4.1942 -1.9238 -2.3837
C 3.2281 -0.9067 -1.9114
C 3.6702 0.2278 -1.0620
H -0.9315 -3.5371 0.6587
H -0.2642 -2.0658 -0.0414
H 0.3431 -3.6386 -0.5568
H -2.5039 -4.8848 -0.4321
H -4.2093 -5.1965 -2.1733
H -4.3046 -3.6424 -4.1061
H -2.7068 -1.7880 -4.2528
H -2.2053 1.2941 -2.5338
H -3.1888 2.8145 -4.1979
H -2.6406 2.5129 -6.6007
H -1.1732 0.6749 -7.3080
H -0.0385 -1.2871 -6.9146
H -0.3022 -2.1705 -5.4156
H 1.0651 -1.0554 -5.5491
H 0.4701 -3.5848 -3.2396
H 2.5392 -4.6647 -3.5303
H 4.7083 -3.7643 -3.2066
H 5.2375 -1.6708 -2.2485
H 3.2004 1.1902 -1.1942
H 4.6984 0.2081 -0.7219
N 2.9350 0.2853 1.9456
N 3.0455 -1.1093 1.7096
C 3.0063 -1.6435 0.5111
N 3.1107 -2.9657 0.3387
N 2.7808 -0.8153 -0.5380
N 2.1472 -0.6058 -2.9203
O 2.7252 -0.4346 -4.0869
O 1.4929 0.5956 -2.5644
H 2.4125 0.3700 2.8209
H 2.2387 0.6490 1.2754
H 3.4051 -1.6502 2.4809
H 3.0157 -3.6017 1.1114
H 3.1918 -3.3400 -0.5936
C 0.5001 5.4704 2.5855
C 0.9281 4.0741 3.0122
C 1.0015 3.9693 4.5297
C 2.2628 3.7044 2.3764
O -0.1014 3.1895 2.5461
Si -0.1283 1.6007 2.2220
O 0.6557 1.2322 0.8609
O 0.6182 0.7822 3.4491
C 0.1899 -0.3665 4.2005
C -0.1607 -1.5050 3.2467
C 1.3727 -0.7517 5.0789
C -1.0039 0.0049 5.0714
O -1.6823 1.1075 2.1145
C -2.8984 1.8132 1.8075
C -2.6853 2.6887 0.5778
C -3.9297 0.7325 1.5181
C -3.3143 2.6531 3.0073
H 1.2180 6.2158 2.9295
H -0.4765 5.7079 3.0085
H 0.4311 5.5279 1.4983
H 1.7767 4.6305 4.9203
H 1.2320 2.9456 4.8270
H 0.0473 4.2554 4.9738
H 3.0227 4.4407 2.6403
H 2.1698 3.6697 1.2901
H 2.6066 2.7285 2.7338
H 0.7014 -1.7488 2.6178
H -0.9931 -1.2195 2.6022
H -0.4444 -2.3979 3.8069
H 2.2230 -1.0785 4.4715
H 1.1073 -1.5701 5.7485
H 1.6894 0.1013 5.6791
H -1.8635 0.2528 4.4517
H -0.7572 0.8686 5.6904
H -1.2710 -0.8259 5.7264
H -2.2941 2.0839 -0.2460
H -1.9748 3.4887 0.7882
H -3.6283 3.1352 0.2592
H -3.6118 0.1274 0.6657
H -4.8998 1.1755 1.2894
H -4.0424 0.0783 2.3836
H -2.5243 3.3565 3.2679
H -3.5181 2.0143 3.8679
H -4.2207 3.2157 2.7778
```

Values from the calculation:
- <S²>: 2.059
- Electronic energy: -2818.2934 hartree
- 2S+1: 3
- Net charge: +1